{
  "formula": "C48H42CsFN8O5S",
  "method": "ωB97M-V/def2-TZVPD",
  "total_energy_ha": -3186.9879,
  "orbital_gap_ha": 0.2041,
  "relative_energy_ev": 1.237,
  "homo_energy_ev": -2.2474,
  "charge": -2,
  "multiplicity": 1,
  "symbols": ["Cs", "O", "C", "N", "C", "O", "C", "C", "C", "C", "C", "N", "C", "C", "C", "C", "C", "N", "H", "H", "H", "H", "H", "H", "H", "H", "C", "C", "C", "C", "C", "C", "C", "F", "C", "C", "C", "O", "C", "C", "N", "C", "C", "O", "O", "H", "H", "H", "H", "H", "H", "H", "H", "H", "H", "H", "C", "C", "C", "C", "C", "C", "C", "C", "C", "C", "N", "C", "C", "C", "C", "C", "N", "H", "H", "H", "H", "H", "H", "H", "H", "H", "H", "H", "H", "H", "H", "H", "H", "H", "N", "C", "N", "C", "C", "C", "C", "C", "C", "S", "H", "H", "H", "H", "H", "H"],
  "coordinates": [[1.537, -1.368, 0.729], [6.361, 1.794, 2.138], [5.630, 0.930, 1.633], [5.046, -0.095, 2.221], [5.367, -0.967, 3.151], [6.478, -1.445, 3.429], [4.166, -1.435, 3.956], [4.386, -1.891, 5.256], [3.301, -2.260, 6.031], [2.030, -2.176, 5.481], [1.909, -1.729, 4.173], [2.947, -1.366, 3.425], [5.269, 1.068, 0.160], [5.718, 2.186, -0.540], [5.408, 2.305, -1.884], [4.663, 1.303, -2.488], [4.256, 0.230, -1.708], [4.552, 0.109, -0.421], [5.404, -1.942, 5.617], [3.438, -2.604, 7.050], [1.147, -2.450, 6.045], [0.930, -1.647, 3.709], [6.293, 2.929, -0.007], [5.736, 3.168, -2.453], [4.389, 1.361, -3.534], [3.664, -0.571, -2.141], [-1.175, -4.941, -5.931], [-2.450, -4.658, -5.134], [-3.530, -4.093, -6.049], [-4.796, -3.815, -5.251], [-4.475, -2.848, -4.143], [-5.428, -1.973, -3.666], [-5.112, -1.097, -2.638], [-6.086, -0.275, -2.181], [-3.857, -1.045, -2.100], [-2.870, -1.900, -2.593], [-1.489, -1.758, -2.060], [-1.187, -0.808, -1.353], [-0.611, -2.849, -2.442], [-1.005, -3.749, -3.362], [-2.204, -3.723, -4.029], [-3.176, -2.831, -3.600], [0.786, -3.034, -1.831], [1.065, -4.177, -1.455], [1.514, -2.008, -1.819], [-1.439, -5.375, -6.896], [-0.517, -5.641, -5.420], [-0.626, -4.015, -6.105], [-2.822, -5.605, -4.719], [-3.723, -4.805, -6.853], [-3.166, -3.164, -6.499], [-5.173, -4.754, -4.833], [-5.580, -3.405, -5.890], [-6.427, -1.972, -4.086], [-3.593, -0.360, -1.305], [-0.345, -4.575, -3.588], [-2.384, 2.037, -0.637], [-1.017, 2.352, -0.020], [-1.154, 3.053, 1.306], [-1.165, 4.437, 1.374], [-1.310, 5.096, 2.587], [-1.421, 4.348, 3.748], [-1.410, 2.957, 3.723], [-1.405, 2.201, 5.031], [0.000, 2.174, 5.645], [-1.306, 2.291, 2.483], [-1.216, 0.914, 2.397], [-2.179, 0.130, 2.714], [-2.123, -1.290, 2.694], [-3.168, -2.170, 3.058], [-2.659, -3.456, 2.891], [-1.337, -3.276, 2.431], [-1.015, -1.989, 2.319], [-2.261, 1.598, -1.629], [-2.980, 2.949, -0.729], [-2.928, 1.331, -0.006], [-0.454, 2.991, -0.706], [-0.472, 1.417, 0.118], [-1.038, 5.009, 0.460], [-1.327, 6.179, 2.629], [-1.512, 4.850, 4.707], [-1.738, 1.177, 4.879], [-2.101, 2.678, 5.728], [0.697, 1.687, 4.962], [0.003, 1.624, 6.589], [0.358, 3.189, 5.831], [-3.150, 0.548, 3.032], [-4.157, -1.886, 3.393], [-3.162, -4.396, 3.068], [-0.617, -4.049, 2.185], [1.072, 0.433, -3.030], [1.152, 1.597, -2.367], [1.655, 1.793, -1.205], [1.667, 3.120, -0.846], [2.116, 3.624, 0.370], [2.026, 4.984, 0.610], [1.503, 5.853, -0.345], [1.053, 5.370, -1.567], [1.138, 4.009, -1.804], [0.621, 3.110, -3.206], [1.198, -0.445, -2.489], [0.411, 0.385, -3.785], [2.524, 2.941, 1.105], [2.357, 5.381, 1.562], [1.446, 6.915, -0.137], [0.641, 6.039, -2.313]],
  "mulliken_charge": [1.267, -0.813, -0.003, 0.001, -0.046, -0.761, 0.354, -0.576, -0.279, -0.842, -0.254, 0.164, 0.523, -0.368, -0.407, -0.560, -0.379, -0.294, 0.439, 0.372, 0.463, 0.447, 0.449, 0.385, 0.383, 0.594, -1.694, 0.552, -1.019, -1.105, 1.169, -0.839, 0.103, -0.379, -1.205, 0.107, 0.347, -0.335, 0.525, -0.315, 0.236, -0.226, -0.558, -0.809, -0.630, 0.428, 0.463, 0.356, 0.084, 0.395, 0.325, 0.323, 0.409, 0.483, 0.894, 0.557, -1.283, 1.783, 0.728, -0.209, -1.370, -0.388, 0.876, -0.753, -1.193, -0.324, -0.432, 0.193, -0.162, -1.050, -0.829, -0.641, 0.082, 0.334, 0.343, 0.254, -1.489, 0.202, 0.464, 0.389, 0.396, 0.214, 0.454, 0.302, 0.392, 0.327, 0.153, 0.449, 0.404, 0.465, -0.154, 0.357, 0.219, -1.078, -0.484, -0.754, -0.705, -0.370, 1.093, -0.485, 0.099, 0.308, 0.788, 0.446, 0.359, 0.385]
}